Entry 1:
{
  "formula": "C23H18As2ClFNO12S2V",
  "method": "ωB97M-V with the def2-TZVPD basis set",
  "relative_energy_kcal_mol": 32.1,
  "total_charge": -1,
  "spin_multiplicity": 2,
  "s_squared": 0.758,
  "e_homo_ev": [-6.1, -6.2],
  "symbols": ["V", "O", "As", "O", "O", "C", "C", "C", "C", "C", "C", "S", "O", "O", "O", "H", "H", "H", "H", "H", "O", "As", "O", "O", "C", "C", "C", "C", "C", "C", "S", "O", "O", "O", "H", "H", "H", "H", "H", "Cl", "C", "C", "C", "C", "N", "C", "H", "H", "H", "H", "F", "C", "C", "C", "C", "C", "C", "H", "H", "H", "H"],
  "xyz": [[0.0074, -0.2652, 0.0138], [1.1638, -2.5231, 3.1339], [-0.0884, -1.2365, 3.1365], [-0.0378, -0.7226, 4.6812], [0.4959, -0.2362, 1.8776], [-1.5774, -2.4421, 2.7159], [-1.5024, -3.7599, 3.1351], [-2.5754, -4.6136, 2.8992], [-3.7175, -4.1688, 2.2491], [-3.8105, -2.8511, 1.8217], [-2.7458, -2.0081, 2.0714], [-2.7177, -0.3343, 1.5546], [-3.9732, 0.1289, 1.0633], [-2.1134, 0.3622, 2.6566], [-1.7014, -0.4502, 0.3924], [1.7587, -2.2239, 3.8361], [-0.6059, -4.1052, 3.6293], [-2.5186, -5.6434, 3.2306], [-4.5413, -4.8496, 2.0778], [-4.6861, -2.4720, 1.3110], [-1.1515, -2.5828, -3.0320], [0.0862, -1.2834, -3.0986], [0.0099, -0.7991, -4.6512], [-0.4801, -0.2590, -1.8529], [1.5831, -2.4813, -2.6784], [1.5153, -3.7992, -3.0989], [2.5947, -4.6461, -2.8673], [3.7344, -4.1949, -2.2169], [3.8201, -2.8762, -1.7886], [2.7504, -2.0398, -2.0372], [2.7262, -0.3584, -1.5411], [3.9894, 0.1016, -1.0662], [2.1207, 0.3235, -2.6512], [1.7197, -0.4501, -0.3701], [-1.8001, -2.2942, -3.6883], [0.6208, -4.1494, -3.5944], [2.5438, -5.6753, -3.2018], [4.5638, -4.8703, -2.0478], [4.6949, -2.4899, -1.2823], [-2.5008, -5.6761, -0.9229], [-1.0631, -4.8410, -0.4181], [0.0870, -5.5420, -0.1120], [1.2077, -4.8279, 0.2738], [1.1286, -3.4492, 0.3446], [0.0096, -2.7813, 0.0559], [-1.0701, -3.4635, -0.3265], [0.0980, -6.6227, -0.1772], [2.1307, -5.3324, 0.5248], [1.9730, -2.8527, 0.6564], [-1.9538, -2.8946, -0.5759], [0.0142, 5.9205, -0.0148], [0.0131, 4.5590, -0.0114], [1.2141, 3.8908, -0.0675], [1.2034, 2.5002, -0.0566], [0.0115, 1.7747, 0.0009], [-1.1795, 2.5027, 0.0503], [-1.1885, 3.8932, 0.0491], [2.1412, 4.4475, -0.1163], [2.1604, 1.9968, -0.0869], [-2.1369, 2.0005, 0.0812], [-2.1148, 4.4518, 0.0943]],
  "atomic_forces_ev_per_a": [[0.059, 1.126, 0.039], [0.066, 0.008, -0.077], [0.848, -0.145, 0.526], [-0.216, 0.234, -0.288], [-0.775, -0.621, 0.291], [-0.370, 0.394, -0.254], [-0.031, 0.078, -0.080], [-0.066, -0.060, -0.001], [0.000, -0.092, 0.052], [0.090, 0.062, 0.053], [0.372, -0.250, 0.168], [0.371, 0.286, 0.105], [-0.178, -0.295, -0.188], [-0.058, 0.140, -0.048], [-3.188, -0.231, 0.937], [-0.031, -0.145, -0.004], [0.003, -0.043, 0.013], [0.010, 0.007, -0.012], [0.019, -0.005, -0.022], [0.002, -0.004, -0.001], [-0.025, 0.024, 0.051], [-0.881, -0.178, -0.524], [0.229, 0.218, 0.301], [0.767, -0.635, -0.277], [0.376, 0.392, 0.250], [0.033, 0.082, 0.058], [0.072, -0.049, -0.012], [-0.002, -0.083, -0.049], [-0.092, 0.047, -0.067], [-0.371, -0.243, -0.167], [-0.355, 0.282, -0.074], [0.180, -0.276, 0.191], [0.060, 0.137, 0.039], [3.123, -0.279, -0.964], [0.009, -0.133, -0.019], [0.004, -0.042, -0.002], [-0.008, 0.011, 0.007], [-0.011, 0.000, 0.001], [0.006, -0.003, 0.000], [0.083, 0.051, 0.019], [-0.057, -0.073, -0.007], [0.002, -0.114, 0.003], [0.006, -0.017, 0.068], [-0.141, 0.049, 0.066], [0.011, 0.090, -0.138], [0.071, 0.166, 0.036], [0.006, 0.020, -0.006], [-0.017, 0.018, -0.011], [-0.006, 0.038, 0.036], [0.011, 0.037, -0.015], [0.001, -0.066, -0.004], [0.015, 0.111, 0.003], [0.071, -0.060, -0.001], [-0.024, -0.020, 0.079], [-0.018, 0.214, -0.009], [0.037, -0.029, -0.086], [-0.086, -0.062, 0.010], [-0.011, -0.013, -0.001], [-0.009, -0.019, 0.023], [0.000, -0.021, -0.015], [0.012, -0.016, -0.003]]
}


Entry 2:
{
  "formula": "C22H29BNO2P",
  "method": "ωB97M-V with the def2-TZVPD basis set",
  "smiles": "CC(C)CB(c1ccccc1)P(=N)(O)O.c1ccccc1.c1ccccc1",
  "total_charge": 0,
  "e_homo_ev": -8.9,
  "symbols": ["C", "C", "C", "C", "B", "C", "C", "C", "C", "C", "C", "P", "N", "O", "O", "H", "H", "H", "H", "H", "H", "H", "H", "H", "H", "H", "H", "H", "H", "H", "H", "H", "C", "C", "C", "C", "C", "C", "H", "H", "H", "H", "H", "H", "C", "C", "C", "C", "C", "C", "H", "H", "H", "H", "H", "H"],
  "xyz": [[-2.0690, 0.9608, 2.8979], [-1.9408, 1.0362, 1.3741], [-0.5196, 0.6251, 0.9485], [-2.9739, 0.1130, 0.7063], [-4.4594, 0.2705, 1.2103], [-5.3084, 1.5726, 1.1649], [-6.6716, 1.4633, 0.8369], [-7.5043, 2.5758, 0.7555], [-6.9818, 3.8352, 1.0345], [-5.6397, 3.9661, 1.3680], [-4.8014, 2.8563, 1.4287], [-5.3580, -1.3052, 1.9243], [-6.3906, -1.0099, 3.0565], [-4.2401, -2.3027, 2.4901], [-5.9968, -2.1441, 0.7030], [-2.7761, 1.6990, 3.2733], [-1.1212, 1.1512, 3.3935], [-2.4237, -0.0160, 3.2202], [-2.0889, 2.0531, 1.0197], [-0.5361, 0.2664, -0.0768], [-0.1002, -0.1220, 1.6138], [0.1312, 1.4962, 0.9821], [-2.6428, -0.9049, 0.9274], [-2.9203, 0.2011, -0.3801], [-7.1097, 0.4950, 0.6501], [-8.5475, 2.4704, 0.5128], [-7.6289, 4.6955, 0.9885], [-5.2309, 4.9427, 1.5845], [-3.7656, 2.9825, 1.6880], [-6.5042, -0.0213, 3.2330], [-4.4221, -2.3916, 3.4333], [-5.8389, -1.7305, -0.1501], [3.0046, 0.2730, -0.9688], [2.8068, -1.0213, -0.5072], [3.0005, -2.1000, -1.3596], [3.3926, -1.8846, -2.6729], [3.5846, -0.5896, -3.1362], [3.3906, 0.4888, -2.2850], [2.8572, 1.1140, -0.3034], [2.4997, -1.1901, 0.5169], [2.8478, -3.1089, -0.9990], [3.5494, -2.7259, -3.3357], [3.8880, -0.4206, -4.1617], [3.5432, 1.4978, -2.6459], [6.7402, -1.1873, -1.8414], [7.7730, -1.1128, -0.9168], [9.0334, -1.5980, -1.2375], [9.2620, -2.1618, -2.4844], [8.2294, -2.2412, -3.4084], [6.9693, -1.7535, -3.0893], [5.7600, -0.8056, -1.5911], [7.5940, -0.6758, 0.0574], [9.8375, -1.5374, -0.5152], [10.2447, -2.5392, -2.7365], [8.4075, -2.6837, -4.3803], [6.1656, -1.8163, -3.8110]],
  "atomic_forces_ev_per_a": [[-0.191, 0.427, -0.022], [0.462, -0.431, -0.108], [-0.372, 0.491, -0.135], [-0.065, -0.291, 0.705], [0.196, 0.118, -0.461], [-0.077, -0.141, 0.042], [-0.230, 0.350, 0.059], [0.605, 0.107, 0.161], [0.058, -0.457, -0.083], [0.276, -0.068, 0.078], [-0.660, -0.021, -0.292], [-0.899, 0.877, 0.579], [0.440, -0.095, -0.107], [0.223, -0.351, -0.288], [0.256, -0.173, -0.102], [-0.149, 0.019, 0.103], [0.137, 0.064, 0.044], [0.070, -0.206, -0.022], [-0.077, 0.169, 0.072], [0.214, -0.164, -0.096], [-0.017, -0.318, -0.024], [0.195, 0.050, 0.056], [0.034, -0.138, -0.060], [-0.139, 0.231, -0.185], [-0.014, -0.185, 0.030], [-0.168, -0.098, -0.090], [-0.019, 0.202, 0.029], [-0.010, 0.091, 0.023], [0.143, 0.091, 0.061], [-0.204, 0.009, 0.018], [0.009, -0.080, 0.135], [0.000, -0.087, -0.130], [0.000, -0.002, 0.001], [0.005, 0.001, 0.005], [0.008, -0.010, 0.014], [-0.052, 0.045, -0.046], [-0.078, -0.038, -0.038], [-0.009, 0.021, 0.002], [-0.007, 0.001, 0.004], [0.007, 0.003, 0.007], [0.006, -0.003, 0.004], [-0.002, -0.007, 0.002], [0.002, 0.006, -0.003], [0.006, 0.002, -0.001], [0.054, -0.023, -0.010], [0.002, 0.003, -0.001], [-0.002, 0.002, 0.013], [0.007, -0.005, -0.007], [-0.017, 0.000, -0.038], [0.063, 0.011, 0.085], [-0.012, -0.008, 0.019], [-0.002, 0.008, 0.001], [0.002, 0.000, 0.002], [0.000, -0.007, -0.001], [0.003, 0.001, -0.004], [-0.009, 0.006, -0.001]]
}